14 unconnected molecules or ions with the total composition C48H129N5O28 at a distorted geometry. Source: OMol25; level of theory: ωB97M-V with the def2-TZVPD basis set.

Geometry (Å):
C -3.468 -4.162 -4.846
H 5.642 1.026 2.105
H -1.943 5.201 -0.762
C 5.147 1.308 -3.744
H -6.277 -6.661 -2.150
H 1.694 6.330 3.007
H 3.956 -4.302 -0.163
C 2.857 4.912 -0.707
H -2.127 3.787 4.237
H -4.292 4.311 0.054
C 3.396 4.865 4.436
H -7.125 -2.405 2.186
H -3.864 -8.946 -2.906
H -0.983 3.803 0.392
H -0.587 -3.695 3.133
C 2.619 -0.236 1.670
H 7.263 3.024 1.901
C 1.452 5.320 3.206
H 7.054 0.509 1.090
C -1.667 5.590 -2.878
O -2.281 -4.331 2.190
H -1.799 3.758 8.547
H -3.194 -1.067 -2.821
O 3.900 -1.304 4.857
H -2.167 -5.174 -2.580
H -0.547 -5.340 2.583
H 1.355 -5.722 -2.607
H 1.242 1.250 -2.535
H -6.184 -2.693 3.693
H 4.386 -1.870 -0.173
H -2.760 -2.394 -1.692
H 1.389 -1.345 4.193
C -3.965 2.058 -0.965
H -0.862 6.470 -1.268
H 3.640 0.176 1.517
H -2.400 4.123 2.518
H 3.858 5.837 4.184
H 6.071 3.758 -2.643
H -2.922 2.087 -0.909
C -1.877 0.048 4.389
H 2.542 2.083 2.436
H -2.686 -0.126 -5.122
O -5.150 -8.228 -1.430
H -4.249 3.216 -4.411
H -3.090 5.329 -5.121
H 3.278 0.383 -4.437
H 3.230 -0.838 4.342
H 0.620 3.192 0.009
O 0.589 0.574 -5.045
C -2.184 2.059 3.123
H 3.344 1.550 3.846
N -3.105 -5.809 -1.124
C -2.745 -5.260 1.264
H -3.925 -1.227 -1.145
H 4.525 -3.247 -2.164
O 0.315 2.673 6.234
H 1.883 4.714 2.386
H 1.557 2.289 -4.807
H 2.031 -3.837 5.423
C -6.178 -2.742 2.612
C -0.055 5.143 3.304
C -5.127 -1.712 2.166
C 2.815 -1.446 -2.810
C -4.623 -5.703 -1.365
O 0.723 -3.772 -2.463
H 2.688 4.385 0.232
H -4.186 1.743 1.137
H 6.196 -3.682 -1.768
H -3.014 -8.458 -1.465
H 4.681 -0.719 -4.416
H -3.146 -3.841 -0.283
H -0.901 5.920 -3.579
O -2.016 -0.507 -1.239
H -1.636 4.361 -5.454
C 5.409 -2.285 -0.490
H 4.024 2.204 -2.287
C -2.639 -4.775 -0.163
C 4.210 0.112 -3.891
C -4.536 2.471 0.375
H 4.277 -3.123 5.551
C 1.640 -4.828 -2.050
H -1.598 -5.375 -5.273
H 3.583 4.129 3.641
O -0.740 1.847 -2.406
C -1.391 3.122 7.739
H 1.565 1.145 0.230
H -1.862 1.610 2.127
C -0.633 -0.153 0.594
H -5.866 -4.720 2.693
H 2.568 -0.141 -0.414
H -3.785 -4.270 -5.868
H -1.931 -0.429 3.377
O 2.160 -3.772 0.002
O 4.107 4.613 -1.296
O -1.480 1.388 4.139
C 2.375 1.467 3.345
H 7.017 2.898 0.140
C -2.554 4.408 -4.822
H -0.320 2.502 -4.828
H -3.621 -2.873 2.281
H -3.813 -5.564 1.560
C -0.861 -4.365 2.328
H -4.367 1.088 -1.198
H 5.562 1.618 -4.689
C -1.182 5.495 -1.488
O -2.627 2.052 -4.971
O 1.987 4.942 4.475
N -2.301 4.409 -3.317
C 3.586 -2.656 4.869
H 2.828 -1.353 1.700
H 0.453 4.892 0.665
H 2.344 -5.905 -0.315
N 4.403 2.454 -3.202
H -2.733 -6.299 -4.316
C -0.127 3.641 7.133
H -2.426 -2.842 -3.908
H 5.755 0.387 -0.545
H 3.741 4.562 5.380
H -1.564 -4.632 -0.448
C -3.419 3.187 -5.177
O 5.386 1.165 -0.074
H -2.949 0.020 4.721
H 5.487 -0.888 -1.983
O -1.636 -4.807 -3.357
H -4.318 -4.259 -4.137
H -0.316 4.664 6.686
H -2.407 6.407 -2.888
O -0.105 4.584 -1.314
H 6.003 -2.549 0.343
H 1.398 -3.241 0.251
H -3.838 3.219 -6.199
H 4.735 5.803 -2.842
H 1.988 4.784 -1.333
H 0.531 -0.900 -0.939
C -5.205 -6.919 -2.141
H -3.637 0.920 -6.283
H -4.787 -7.054 -3.193
C -3.001 -1.318 -1.763
H -5.260 -5.441 -0.477
H -5.006 -1.778 1.112
C 0.001 4.082 -0.004
C 0.584 1.968 -2.967
H 0.717 -5.234 -0.163
H -3.266 1.866 3.174
H -1.227 -0.376 5.166
H -2.930 -6.751 -0.784
H -4.859 -4.868 -1.999
H 5.388 3.853 -4.277
H -3.981 -9.896 -1.379
C 1.675 -5.017 -0.536
C 0.563 1.936 -4.477
H -4.178 0.741 -4.596
C -3.933 -8.918 -1.810
H -0.418 -4.011 1.410
H 0.014 -4.294 -2.893
C -1.770 3.499 3.204
H -0.609 5.778 2.585
H -0.406 1.410 7.835
C 1.855 0.083 0.395
O -3.840 -2.023 2.696
C 5.233 -3.500 -1.352
O 2.068 0.135 2.985
C 4.328 4.784 -2.716
H -0.638 -0.240 1.675
O 4.761 -4.652 -0.638
H 1.761 -1.125 -2.718
H 0.921 2.995 -2.599
H -0.761 0.920 -2.078
O -5.688 -3.992 2.107
H 2.782 -1.976 -3.725
H 2.898 5.973 -0.349
H -0.549 0.911 0.383
C -3.262 0.834 -5.210
H 2.919 -2.296 -2.032
N -0.395 3.761 3.122
O 3.790 -0.387 -2.594
H 1.890 -2.283 6.325
H -2.134 -6.120 1.273
H -2.718 -0.604 0.646
C 2.148 -2.800 5.337
C 6.251 1.263 1.107
H -0.258 0.332 -5.388
O 5.450 3.492 1.353
H -0.422 2.315 5.657
O -1.218 1.792 8.279
C 6.622 2.737 1.121
H -5.655 2.424 0.447
O -2.863 -2.882 -4.778
H 3.376 4.842 -3.296
H -1.664 -2.026 0.161
H -0.417 5.511 4.296
H -5.387 -0.727 2.520
H -2.168 3.153 6.961
C 5.141 3.682 -3.218
H 3.666 -3.130 3.868
C -1.788 -0.836 0.121
H -3.657 3.401 -2.422
O 1.316 -2.354 4.302
H 5.998 1.093 -3.063
H 4.967 3.635 0.531
H 1.592 1.942 3.992
O 6.064 -1.227 -1.252
H 0.659 3.654 7.835
O -4.154 3.773 0.868
H 0.096 3.160 3.851
O -4.421 2.895 -2.046
C -2.352 -5.289 -4.512
H 2.680 -4.636 -2.466
N 0.650 -0.819 0.101
H -1.744 3.602 -3.126

The charge is 0. The calculation puts the maximum force at 0.07766 Eh/bohr. The calculation puts the HOMO-LUMO gap at 8.8 eV. The calculation puts the HOMO energy at -0.313 Ha. Its energy relative to the best compared isomer or geometry (same formula, charge and spin) is 5.2 kcal/mol. The LUMO energy is 0.289 eV.

These are the Mulliken partial charges, in e, on atoms 1 to 5: number 1, C, carries -0.313; number 2, H, carries -0.042; number 3, H, carries 0.233; number 4, C, carries -1.049; number 5, H, carries 0.382